The following is a quantum chemistry calculation of C41H44BrClLuO2PSe2 as an isolated structure, from the OMol25 dataset.

Geometry as XYZ:
```
93
Properties=species:S:1:pos:R:3
Lu -0.585 -0.458 -0.115
Se -2.780 1.361 -0.535
P -4.100 -0.320 -0.630
Se -2.979 -2.093 -0.892
C -5.087 -0.451 0.912
C -5.429 -1.704 1.417
C -6.141 -1.765 2.626
C -6.484 -0.597 3.294
C -6.137 0.656 2.773
C -5.492 0.727 1.569
C -5.315 -0.143 -1.970
C -5.770 -1.263 -2.651
C -6.723 -1.139 -3.643
C -7.205 0.120 -3.976
C -6.757 1.252 -3.288
C -5.790 1.124 -2.306
H -5.129 -2.627 0.924
H -6.438 -2.723 3.034
H -7.017 -0.655 4.233
H -6.452 1.575 3.244
H -5.119 1.672 1.176
H -5.321 -2.215 -2.416
H -7.086 -2.013 -4.146
H -7.903 0.250 -4.797
H -7.133 2.251 -3.554
H -5.389 2.016 -1.820
C 6.052 4.173 0.540
C 5.878 3.476 -0.787
C 6.015 4.451 -1.965
C 6.960 2.383 -0.912
C 4.456 2.872 -0.731
C 4.205 1.563 -1.095
C 2.889 1.073 -1.008
Br 2.441 -0.677 -1.659
C 1.799 1.781 -0.516
O 0.612 1.197 -0.415
C 2.029 3.155 -0.232
C 3.335 3.634 -0.330
C 0.847 4.131 0.001
C -0.087 4.091 -1.212
C 1.271 5.572 0.178
C 0.072 3.757 1.268
H 7.042 4.661 0.614
H 6.006 3.407 1.343
H 5.339 4.956 0.714
H 6.944 4.989 -1.880
H 5.168 5.144 -1.996
H 6.030 3.855 -2.870
H 7.926 2.870 -0.900
H 6.932 1.849 -1.854
H 6.968 1.690 -0.086
H 4.990 0.899 -1.414
H 3.468 4.690 -0.141
H 0.486 4.322 -2.101
H -0.890 4.776 -1.124
H -0.523 3.092 -1.351
H 1.781 5.946 -0.700
H 1.907 5.698 1.057
H 0.386 6.195 0.330
H -0.221 2.695 1.192
H -0.834 4.375 1.353
H 0.731 3.901 2.118
Cl 2.304 -1.142 2.248
C 1.004 -2.241 2.645
C 1.341 -3.566 2.865
C 0.319 -4.473 3.006
C -1.014 -4.039 2.936
C -1.322 -2.717 2.753
C -0.322 -1.772 2.569
C -0.688 -0.372 2.217
H 2.382 -3.881 2.844
H 0.557 -5.518 3.162
H -1.801 -4.771 3.097
H -2.357 -2.407 2.683
H 0.089 0.346 2.508
H -1.662 -0.121 2.643
C -0.676 -4.159 -1.700
C 0.419 -3.698 -0.824
O 0.366 -2.556 -0.376
C 1.575 -4.546 -0.547
C 2.646 -3.916 0.077
C 3.730 -4.693 0.402
C 3.756 -6.035 0.182
C 2.666 -6.666 -0.413
C 1.583 -5.898 -0.821
H -1.062 -3.332 -2.286
H -1.486 -4.530 -1.063
H -0.318 -4.959 -2.392
H 2.657 -2.871 0.244
H 4.628 -4.231 0.844
H 4.616 -6.601 0.464
H 2.668 -7.715 -0.557
H 0.754 -6.399 -1.302
```

Summary:
Spin multiplicity: 1
HOMO in eV: -7.3